1.
# C18H20N5NiO3S

C18H20N5NiO3S as an isolated structure (ωB97M-V with the def2-TZVPD basis set, OMol25).

Geometry as XYZ:
```
48
Properties=species:S:1:pos:R:3:forces:R:3
Ni -0.43121 1.11730 0.85524 -0.3 0.0 0.2
S 0.03827 1.18104 3.30531 0.2 -0.1 -0.1
O -2.63776 1.30707 0.83249 0.0 0.0 -0.2
O -1.89070 -1.57669 -0.75930 0.2 0.0 -0.1
O -0.56561 -0.94445 0.94824 0.2 -0.1 -0.1
N -4.18929 2.42702 -0.33232 -0.1 0.1 0.0
N 1.60334 1.07786 0.78513 0.2 0.0 0.2
N -0.08939 0.90509 -1.24732 -0.1 -0.1 0.0
N 2.56004 1.23028 4.11308 -0.2 0.1 0.2
N 2.39609 1.16480 1.87249 -0.2 0.0 0.1
C 0.46338 -4.86345 1.79663 0.0 0.0 0.0
C -0.73647 -3.23769 0.48088 0.1 0.0 -0.1
C 1.67532 0.99411 -2.83400 0.1 0.0 -0.1
C -0.09612 -5.89308 1.04883 0.0 0.0 0.0
C 3.62199 1.20989 -0.61880 0.0 0.0 0.0
C -1.29268 -4.27019 -0.26585 0.0 0.0 0.0
C 2.14747 1.09886 -0.37864 0.0 0.0 -0.2
C -0.63679 3.16771 0.63996 -0.2 0.2 -0.1
C -2.92538 2.28983 0.16066 0.0 -0.1 0.1
C 1.21774 0.99921 -1.51738 0.2 0.1 0.0
C 1.72005 1.19153 3.02046 0.2 0.0 -0.2
C -0.58012 0.73674 -3.57413 0.0 0.0 0.0
C 0.76544 0.86701 -3.86872 0.1 0.0 0.0
C -0.95542 0.75262 -2.23999 -0.1 0.0 0.0
C -1.08708 -1.78644 0.16337 -0.6 0.1 0.3
C -0.97610 -5.59385 0.01459 0.0 0.1 0.0
C 0.14303 -3.54130 1.51410 0.0 -0.1 0.0
C -1.93184 3.38893 -0.14493 0.1 0.0 0.1
H -1.32085 0.60123 -4.35006 0.0 0.0 0.0
H 2.11087 1.54601 4.95680 0.1 0.0 0.0
H -4.79644 1.62658 -0.28285 0.0 0.0 0.0
H 0.56167 -2.72015 2.08277 0.0 0.0 0.0
H 1.15023 -5.09469 2.60246 0.0 0.0 0.0
H -1.98644 0.60521 -1.94447 0.0 0.0 0.0
H -1.97260 -4.00223 -1.06497 0.0 0.0 0.0
H 4.12978 1.27118 0.33770 0.0 0.0 0.0
H 0.19239 3.68243 0.14011 0.0 0.0 0.0
H 1.10591 0.85718 -4.89721 0.0 0.0 0.0
H -2.44611 4.34524 0.03686 0.0 0.0 -0.1
H 2.73519 1.07920 -3.03287 0.0 0.0 0.0
H 3.99367 0.33663 -1.16351 0.0 0.0 0.0
H -1.41336 -6.39447 -0.57123 0.0 0.0 0.0
H 3.47874 1.60184 3.93085 0.0 0.0 -0.1
H -0.74236 3.60781 1.63595 0.0 0.0 0.0
H -4.37755 3.13310 -1.02081 0.0 0.0 0.0
H 0.15098 -6.92507 1.27131 0.0 0.0 0.0
H 3.86442 2.09755 -1.21024 0.0 0.0 0.0
H -1.74835 3.34567 -1.22665 0.0 0.0 0.0
```
Forces are in eV/Å.

As for the HOMO-LUMO gap (spin up / spin down): 6.147 / 7.103 eV. As for the total energy: -84465.452 eV. The spin multiplicity is 3. As for the charge: -1. The molar mass is 445.15 g mol⁻¹. For the lowest unoccupied orbital energy (spin up / spin down), the calculation gives 2.9 / 2.9 eV.

---

2.
# C18H20O16

A 7-piece molecular cluster, C18H20O16 overall (ωB97M-V with the def2-TZVPD basis set, OMol25).

Geometry as XYZ:
```
54
Properties=species:S:1:pos:R:3:forces:R:3
O 19.69457 0.68129 -21.58449 -0.1 0.1 0.2
O 20.38934 11.84894 -19.97482 -1.4 0.3 -0.8
O 18.34733 6.35360 -23.89091 -0.2 0.1 -0.1
O 18.68308 2.23076 -11.15810 1.5 -2.4 -2.7
O 19.68968 2.33731 -26.85411 -0.1 0.0 0.2
O 23.04573 5.90192 -21.24481 -0.2 0.0 0.0
O 19.96130 -0.23721 -11.49537 1.1 0.3 -1.8
O 11.79708 8.82049 -32.63281 0.9 0.8 -1.4
O 13.95171 7.93999 -28.64350 -0.3 0.0 -0.7
O 20.23093 3.77618 -15.30033 -0.7 0.0 0.8
O 16.74881 13.56578 -23.65395 1.6 1.0 0.3
O 17.86536 11.07235 -19.89777 -0.8 -0.3 -0.6
O 14.04364 10.42995 -33.62082 0.7 -0.1 0.7
O 21.78568 1.39489 -15.57333 -0.1 0.9 -0.4
O 19.39737 14.67424 -23.63921 0.6 0.0 0.0
O 16.15873 9.42330 -29.55355 -0.1 -0.7 1.3
C 15.14949 9.91822 -31.55735 -2.2 0.0 -1.8
C 20.14319 2.76017 -14.40668 1.0 0.2 -1.1
C 18.20435 11.85561 -20.93370 -1.0 -0.8 2.5
C 19.26113 1.88342 -12.22626 -0.4 3.9 0.5
C 20.10729 0.70324 -12.49267 0.2 -2.0 0.2
C 17.58983 13.30103 -22.80632 -0.1 -2.1 0.2
C 19.93636 13.24069 -21.87019 1.0 0.5 0.0
C 15.17458 9.27028 -30.23320 0.0 1.0 -1.9
C 17.29387 12.28343 -21.80102 -0.2 0.1 -0.8
C 12.85049 8.97844 -32.05561 0.0 -0.5 2.3
C 12.93528 8.38102 -30.71272 -0.6 -0.9 -0.2
C 13.94812 8.47677 -29.88200 1.5 0.5 1.4
C 19.35758 2.86274 -13.33140 -0.7 0.4 -0.2
C 20.90837 0.54300 -13.62597 -1.5 -0.6 4.0
C 21.04921 1.56432 -14.62877 -0.6 -0.5 0.3
C 19.60351 12.27351 -20.82349 1.7 1.3 -1.2
C 19.06742 13.73667 -22.75780 -1.6 0.3 -0.3
C 14.08410 9.79918 -32.41894 0.3 -0.1 -0.1
H 21.51383 -0.35117 -13.60911 0.1 0.0 -0.5
H 14.79678 8.17926 -28.25595 0.5 0.0 0.4
H 16.32837 11.80520 -21.87513 -0.2 0.2 0.3
H 19.51727 0.67104 -22.52508 -0.1 0.0 -0.3
H 13.49313 9.94167 -34.23736 -0.5 -0.1 0.0
H 20.58814 0.34743 -21.50506 0.2 -0.1 0.1
H 19.26698 0.06794 -10.90680 -0.2 0.4 0.4
H 18.72162 5.64368 -24.41259 0.0 -0.2 -0.2
H 23.63682 6.22428 -20.56442 0.1 0.1 0.2
H 20.66068 3.56780 -16.13309 0.4 -0.7 0.0
H 12.14066 7.73021 -30.37893 -0.4 0.2 -0.3
H 18.66372 14.78476 -24.24842 -0.5 0.1 -0.3
H 18.96978 6.47899 -23.17461 0.1 0.0 0.2
H 18.75646 3.75961 -13.30530 -0.1 0.0 0.4
H 19.61453 1.70344 -27.56740 -0.1 -0.2 -0.2
H 15.95587 10.54505 -31.90837 0.3 -0.1 0.4
H 20.92892 13.65952 -21.94627 0.3 -0.2 0.2
H 23.62257 5.66260 -21.97021 0.1 -0.1 -0.2
H 18.63849 11.04409 -19.32937 0.6 -0.4 0.4
H 20.53685 2.75952 -26.99652 0.2 0.1 0.0
```
Forces are in eV/Å.

As for the HOMO-LUMO gap: 7.780 eV. As for the total energy: -51746.085 eV. The molar mass is 492.34 g mol⁻¹. For the lowest unoccupied orbital energy, the calculation gives -1.8 eV.

---

3.
# C18H20O3

A single C18H20O3 molecule (ωB97M-V with the def2-TZVPD basis set, OMol25).

Geometry as XYZ:
```
41
Properties=species:S:1:pos:R:3:forces:R:3
O 2.67008 -1.28497 8.79414 0.2 -0.6 0.3
O -0.24544 -3.23197 -9.20121 0.6 -0.5 -1.5
O 1.18760 -2.47736 7.54602 1.3 1.3 0.6
C 0.61749 0.37639 3.25282 -2.0 -1.5 -0.9
C -0.59846 2.29158 1.94644 -1.2 -0.3 1.1
C 1.61930 -0.16704 6.95946 -1.2 0.3 0.8
C -0.20312 3.04402 -0.42920 -0.3 -0.6 -2.6
C -1.10402 0.02562 -6.09926 0.5 0.2 0.6
C -1.38548 -2.39626 -9.38390 0.2 -0.6 0.7
C -0.81819 0.66977 -5.09129 0.1 0.4 0.6
C 0.61348 1.34342 2.11205 1.0 2.3 -0.1
C -1.30213 -0.77380 -7.24351 0.4 -1.8 -2.0
C 1.16910 0.75263 4.58054 -2.3 0.7 1.3
C -0.32019 3.48957 0.98228 -1.0 -0.1 -0.5
C -2.64201 -3.27765 -9.39490 -0.3 1.1 -1.2
C -1.31811 -1.53470 -8.23785 -0.9 4.1 4.3
C 1.80738 -1.44443 7.78073 -2.0 -0.7 -0.9
C -0.29976 2.68561 -1.61320 0.5 0.0 1.8
C -0.35017 2.06886 -2.88374 -0.2 0.4 1.4
C -0.51828 1.41468 -3.88549 -0.7 -1.3 -2.5
C 0.97559 -0.42216 5.58252 0.9 -0.4 0.0
H -1.12000 4.29804 0.96283 0.7 -1.1 0.4
H -1.00487 2.77852 2.95516 1.1 -1.3 -1.9
H -0.08782 -0.80637 5.71757 1.2 1.1 -0.2
H -1.26961 -1.76404 -10.25857 0.2 -0.3 -0.4
H 1.20034 -0.40773 2.81222 0.3 -1.1 0.4
H -0.13382 -3.40996 -8.26727 0.0 0.0 0.2
H -1.35037 1.53997 1.58453 -0.1 1.4 0.1
H 0.58063 3.98055 1.34734 0.2 0.0 -0.2
H 0.92258 0.86518 1.14798 -0.8 0.4 0.7
H 2.16008 1.13783 4.42429 0.7 -0.1 0.6
H 1.45431 1.97979 2.36639 0.6 0.5 -0.3
H 2.75686 -2.12946 9.29076 -0.2 0.5 -0.5
H -2.44426 -3.92103 -8.53810 -0.9 -0.2 -0.1
H 0.51317 1.57984 4.98070 0.9 -0.3 -0.3
H -2.65513 -3.83859 -10.36515 0.0 0.2 1.0
H 2.55405 0.37372 7.06220 0.3 0.1 -0.8
H -0.41685 -0.00930 3.42504 0.6 -0.1 -0.3
H -3.57675 -2.62952 -9.35183 1.1 -1.1 0.3
H 1.47890 -1.29020 5.19636 0.3 -0.5 -0.5
H 0.88392 0.52097 7.43408 0.5 -0.6 0.5
```
Forces are in eV/Å.

As for the HOMO-LUMO gap: 8.742 eV. As for the total energy: -25125.141 eV. The molar mass is 284.35 g mol⁻¹. For the lowest unoccupied orbital energy, the calculation gives 0.0 eV. As for the energy above the lowest of the compared OMol25 structures with the same formula, charge and spin: 807.26 kJ/mol.

---

4.
# C18H21B3F7IN2O3S

C18H21B3F7IN2O3S as an isolated structure (ωB97M-V with the def2-TZVPD basis set, OMol25).

Geometry as XYZ:
```
56
Properties=species:S:1:pos:R:3:forces:R:3
I -0.51056 -3.24426 -7.07549 -0.2 0.2 0.4
S 1.26336 1.07535 -1.15845 0.4 -0.2 0.1
F -2.09943 -0.55117 -1.74216 0.3 0.2 0.1
F -4.49061 -3.74847 -1.15332 0.6 0.2 -0.2
F -3.03555 -3.76935 -2.77163 -0.2 0.2 0.3
F -2.53207 -2.82320 -0.88810 0.0 -0.3 0.2
F -5.02218 -1.91353 -3.20378 0.6 0.2 0.4
F -3.74335 0.53850 -2.69605 0.1 -0.1 0.1
F -4.74029 -1.18182 -1.13827 0.1 -0.2 -0.3
O -1.95954 0.31661 -4.78487 0.5 0.3 1.2
O 0.00827 -0.90575 -5.21379 -0.4 0.4 0.2
O -2.01980 -2.02693 -4.66025 0.2 0.2 0.3
N -0.55875 -2.53698 2.24905 -0.2 0.0 0.0
N 3.49303 2.89147 3.95739 0.1 0.2 0.0
C 0.57135 2.55168 -1.95405 -0.5 0.0 0.0
C -0.95009 -1.28361 1.98042 0.0 0.1 -0.1
C -4.10899 -1.69338 -2.22949 -0.4 0.0 0.2
C -0.31158 2.29604 -3.16154 0.3 0.1 -0.5
C 4.31438 4.07676 4.31262 -0.1 -0.1 0.0
C 3.14770 2.66260 2.68205 0.0 -0.1 0.0
C 0.33366 1.46463 -4.28998 -0.4 0.0 0.3
C 2.30474 0.97299 4.65762 -0.1 -0.2 0.0
C -0.17119 -0.20949 2.34347 0.0 0.2 0.0
C 1.03318 -0.42407 3.00245 0.0 -0.1 -0.1
C 0.58518 -2.77312 2.90961 0.1 0.0 0.0
C -3.07775 -0.64669 -2.69891 -0.9 0.2 -0.7
C 1.91349 0.72206 3.34487 0.1 0.2 0.1
C 3.09062 2.06482 4.93584 0.0 0.0 0.0
C -3.52649 -3.04958 -1.76985 -0.6 -0.5 -0.3
C -1.37859 -3.67459 1.76477 0.1 -0.1 0.1
C 2.35709 1.58628 2.34881 -0.1 -0.1 0.0
C 1.39700 -1.73553 3.30138 0.1 0.1 0.1
B -0.89371 -1.90912 -5.45771 0.6 -1.0 -0.9
B -2.36807 -0.81659 -4.14200 -0.5 -0.2 -0.5
B -0.55374 0.29488 -4.79938 0.3 0.0 -0.6
H -0.54362 3.27005 -3.57786 -0.2 0.3 0.1
H 1.98946 0.33645 5.47223 0.0 0.0 0.0
H 0.17972 0.29141 -1.08496 -0.2 0.2 -0.1
H -1.88439 -1.16175 1.45185 0.0 -0.1 0.0
H 0.83822 -3.80733 3.09349 0.0 0.0 0.0
H -1.65552 -4.31693 2.59623 0.1 0.0 0.1
H 0.58544 2.12897 -5.10876 0.1 0.1 -0.3
H 2.32338 -1.96221 3.80995 0.0 0.0 0.0
H 3.40812 2.30629 5.94000 0.0 0.0 0.0
H 1.42997 3.14924 -2.23005 0.4 0.0 -0.1
H -2.26588 -3.28263 1.28857 -0.1 0.0 0.0
H -0.51228 0.78713 2.10176 0.0 0.0 0.0
H 1.26125 1.01524 -3.95420 0.3 -0.1 0.0
H 2.10038 1.42865 1.30915 -0.1 0.0 -0.1
H -1.26680 1.89729 -2.84625 -0.2 -0.3 0.2
H -0.78507 -4.22337 1.03861 -0.1 -0.1 0.0
H 5.20673 3.73884 4.83168 0.0 0.0 0.0
H 0.00450 3.12187 -1.23052 -0.1 0.1 0.3
H 3.51214 3.35638 1.93945 0.0 0.0 0.0
H 3.72246 4.72606 4.95187 0.0 0.0 0.0
H 4.59106 4.60294 3.40649 0.0 0.0 0.0
```
Forces are in eV/Å.

As for the HOMO-LUMO gap: 5.565 eV. As for the total energy: -68110.630 eV. As for the charge: +2. The molar mass is 637.77 g mol⁻¹. For the lowest unoccupied orbital energy, the calculation gives -7.5 eV.

---

5.
# C18H21BFIO5S

C18H21BFIO5S as an isolated structure (ωB97M-V with the def2-TZVPD basis set, OMol25).

Geometry as XYZ:
```
48
Properties=species:S:1:pos:R:3:forces:R:3
I -3.42559 3.14607 -3.50521 -0.2 0.0 0.1
S -1.88839 -1.65188 -1.95751 0.0 0.0 0.0
F -0.80077 2.20002 -2.34561 -0.2 -0.3 0.1
O 0.32994 -0.13391 -1.98732 -0.3 0.0 -0.2
O -4.82466 0.92806 -1.14199 0.4 -0.4 -0.1
O -2.87172 0.25331 -5.17780 0.4 0.3 0.5
O -4.97022 -0.24427 -3.20442 0.0 0.0 0.2
O -1.09875 -0.05633 -3.82994 -0.1 -0.4 0.1
C 4.35034 -2.59544 0.09705 0.0 0.0 0.0
C 5.63268 -0.64256 -0.47291 0.0 0.0 0.0
C 2.89534 0.67427 4.23356 0.0 0.0 0.0
C -2.89644 1.16122 -2.88068 0.3 0.1 -0.4
C -2.35299 0.44327 -4.12317 -0.3 -0.2 -0.4
C -1.67250 1.16580 -1.97132 0.4 0.8 -0.2
C -4.97171 -1.07307 0.27161 0.2 -0.1 0.0
C 1.47158 1.02121 2.33024 0.0 0.0 0.0
C 1.89928 1.16154 5.06838 0.0 0.0 0.0
C 3.23173 -0.54790 -0.48582 0.0 0.0 0.0
C 0.47625 1.51148 3.16441 0.0 0.0 0.0
C -4.41567 0.32945 0.08452 -0.2 0.1 0.3
C 0.68872 1.57957 4.53409 0.0 0.0 0.0
C 3.17722 -1.88108 -0.10323 0.0 0.0 0.0
C 4.45971 0.07174 -0.67169 0.0 0.0 0.0
C 2.68215 0.60070 2.86401 0.0 0.0 0.0
C 5.57784 -1.97505 -0.08662 0.0 0.0 0.0
C -0.97289 -0.11144 -2.41285 0.2 -0.2 0.2
B -4.27278 0.54584 -2.35092 -0.3 0.2 0.1
H 6.59061 -0.16075 -0.61859 0.0 0.0 0.0
H 4.30794 -3.63388 0.39853 0.0 0.0 0.0
H -0.08772 1.96057 5.18473 0.0 0.0 0.0
H 2.31834 0.01111 -0.63463 0.0 0.0 0.0
H -1.79922 1.30891 -0.90160 -0.3 -0.4 0.0
H 6.49303 -2.53031 0.07168 0.0 0.0 0.0
H 1.30532 0.97068 1.26176 0.0 0.0 0.0
H 4.50095 1.11174 -0.96779 0.0 0.0 0.0
H 2.06700 1.21749 6.13609 0.0 0.0 0.0
H 2.21896 -2.36414 0.04661 0.0 0.0 0.0
H 0.68242 -1.02271 -2.13137 0.1 0.1 -0.1
H -5.99935 -1.13891 -0.08456 -0.1 0.1 0.1
H -5.79829 -0.52841 -2.79606 0.0 0.1 -0.1
H -4.38161 -1.82211 -0.26240 -0.1 0.1 -0.1
H -4.78718 0.97314 0.88303 0.0 0.1 -0.1
H -3.32592 0.31216 0.17638 0.0 0.0 -0.1
H 3.45722 0.21789 2.21275 0.0 0.0 0.0
H -4.94719 -1.32693 1.33307 0.0 -0.1 0.0
H 3.84009 0.35079 4.65072 0.0 0.0 0.0
H -0.46514 1.84564 2.74660 0.0 0.0 0.0
H -1.62794 -1.63256 -0.64385 0.1 0.1 0.1
```
Forces are in eV/Å.

As for the HOMO-LUMO gap: 9.324 eV. As for the total energy: -51576.180 eV. The molar mass is 506.14 g mol⁻¹. For the lowest unoccupied orbital energy, the calculation gives -0.1 eV.